Arrangement i

ORCA calculation (the ωB97M-V functional and the def2-TZVPD basis) on a cluster of 2 separate species, C9H13N3 in total.

As for the lowest unoccupied orbital energy: 0.93 eV. Its total charge is 0. The calculation puts the gap between HOMO and LUMO at 9.07 eV.

Each line ends with the Mulliken charge.
CARTESIAN COORDINATES (ANGSTROEM)
C: -3.512 0.873 0.144  -0.372
C: -3.440 1.224 1.453  -0.309
C: -1.743 -0.040 0.937  0.450
C: -0.510 -0.753 1.131  -0.052
C: 0.882 -0.792 -0.648  0.276
C: 1.853 0.107 -0.680  0.980
C: 0.329 -1.768 -1.535  -1.066
C: 2.674 0.208 -1.939  -1.535
C: 2.099 1.017 0.503  -1.211
N: -2.392 0.148 -0.160  -0.386
N: -0.165 -1.278 2.232  -0.761
N: -2.301 0.644 1.995  -0.130
H: -3.997 1.421 -0.699  0.307
H: -3.994 2.038 1.810  0.378
H: -0.716 -1.334 -1.682  0.255
H: 0.138 -2.875 -1.253  0.230
H: 1.008 -1.743 -2.478  0.287
H: 2.174 0.241 -2.996  0.320
H: 3.256 1.073 -1.803  0.432
H: 3.357 -0.613 -1.918  0.368
H: 2.042 2.035 0.213  0.376
H: 3.027 0.752 0.949  0.321
H: 1.325 0.802 1.280  0.247
H: 0.678 -1.878 2.181  0.331
H: -2.071 0.490 2.962  0.264

---

Arrangement ii

ORCA calculation (the ωB97M-V functional and the def2-TZVPD basis) on the molecule C9H13N3.

As for the lowest unoccupied orbital energy (alpha / beta): 0.10 / 0.37 eV. Its total charge is 0. The calculation puts the gap between HOMO and LUMO (alpha / beta) at 7.51 / 7.43 eV.

Each line ends with the Mulliken charge.
CARTESIAN COORDINATES (ANGSTROEM)
C: -2.696 -1.610 -0.104  -0.737
C: -1.761 -0.642 0.447  -0.325
C: -2.863 -1.695 -1.461  -0.202
C: -1.295 -0.132 -1.886  -0.351
C: -1.075 0.082 -0.530  1.009
C: 0.104 1.555 1.258  -1.187
C: 1.180 0.766 2.118  -0.298
C: -0.021 0.930 -0.100  -0.434
C: 2.507 -0.343 -0.888  -0.941
N: -2.169 -0.952 -2.359  -0.663
N: 2.219 0.339 1.288  -0.277
N: 1.745 -0.403 0.278  -0.228
H: -3.433 -2.105 0.470  0.356
H: -1.617 -0.578 1.524  0.308
H: -3.580 -2.280 -2.023  0.405
H: -0.613 0.374 -2.593  0.365
H: -0.836 1.622 1.764  0.475
H: 0.348 2.654 1.061  0.287
H: 1.733 1.272 2.994  0.299
H: 0.654 -0.102 2.507  0.234
H: 0.625 1.349 -0.805  0.629
H: 3.076 -1.276 -0.902  0.355
H: 1.937 -0.468 -1.907  0.198
H: 3.149 0.433 -0.927  0.445
H: 2.685 1.209 0.776  0.275

---

Relative energies in kcal/mol: arrangement i 0.0; arrangement ii 3.4

---

Arrangement i

ORCA calculation (the ωB97M-V functional and the def2-TZVPD basis) on the ion C3H8BrN2 with charge +1.

As for the lowest unoccupied orbital energy: -4.72 eV. As for the SMILES: BrN1CC[NH2+]C1. Its total charge is +1. The calculation puts the gap between HOMO and LUMO at 8.84 eV.

Each line ends with the Mulliken charge.
CARTESIAN COORDINATES (ANGSTROEM)
Br: -1.790 -1.399 -2.036  0.074
N: -0.349 -1.126 -0.607  -0.272
C: 0.952 -0.482 -0.785  -0.432
C: 0.829 0.899 -0.056  -0.447
N: -0.580 0.858 0.633  -0.171
C: -0.813 -0.610 0.681  -0.532
H: 1.304 -0.396 -1.780  0.378
H: 1.689 -1.076 -0.305  0.271
H: 1.571 0.858 0.742  0.321
H: 0.888 1.673 -0.781  0.373
H: -0.611 1.203 1.688  0.388
H: -1.113 1.355 0.048  0.279
H: -1.893 -0.819 1.078  0.357
H: -0.084 -0.938 1.480  0.414

---

Arrangement ii

ORCA calculation (the ωB97M-V functional and the def2-TZVPD basis) on a structure of composition C3H8BrN2.

As for the lowest unoccupied orbital energy (alpha / beta): -6.03 / -6.03 eV. Its total charge is +1. The calculation puts the gap between HOMO and LUMO (alpha / beta) at 7.58 / 7.58 eV.

Each line ends with the Mulliken charge.
CARTESIAN COORDINATES (ANGSTROEM)
C: -0.536 -0.217 -1.376  -0.263
C: 0.444 0.122 1.665  -0.710
C: 0.620 0.526 -0.804  0.226
N: -0.865 -1.376 -0.840  -0.205
N: 1.013 0.597 0.452  -0.074
Br: -1.777 1.851 -0.374  -0.167
H: -0.913 -0.094 -2.468  0.405
H: -0.192 -0.724 1.363  0.185
H: 1.260 -0.119 2.377  0.336
H: 0.056 0.971 2.213  0.361
H: 1.217 1.105 -1.565  0.274
H: -1.556 -1.966 -1.297  0.279
H: -0.695 -1.581 0.153  0.092
H: 1.924 0.904 0.501  0.260

---

Relative energies in kcal/mol: arrangement i 15.9; arrangement ii 0.0

---

Arrangement i

ORCA calculation (the ωB97M-V functional and the def2-TZVPD basis) on a cluster of 8 separate species, ClH14O7 in total.

As for the lowest unoccupied orbital energy: 3.45 eV. Its total charge is -1. The calculation puts the gap between HOMO and LUMO at 10.07 eV.

Each line ends with the Mulliken charge.
CARTESIAN COORDINATES (ANGSTROEM)
Cl: -18.039 -6.843 -6.488  -0.875
O: -21.297 -6.655 -6.776  -0.630
H: -20.316 -6.717 -6.718  0.343
H: -21.544 -6.595 -7.691  0.298
O: -18.954 -7.143 -9.547  -0.579
H: -19.379 -7.751 -9.005  0.287
H: -18.542 -6.525 -8.943  0.302
O: -16.045 -6.647 -9.083  -0.620
H: -15.954 -7.511 -9.528  0.330
H: -16.575 -6.809 -8.310  0.207
O: -19.531 -8.097 -4.168  -0.599
H: -18.851 -7.970 -4.819  0.295
H: -19.953 -7.249 -4.053  0.288
O: -16.721 -6.184 -3.661  -0.624
H: -17.014 -6.249 -4.567  0.296
H: -17.517 -6.222 -3.111  0.293
O: -16.369 -3.905 -6.038  -0.543
H: -16.223 -3.019 -6.322  0.266
H: -17.084 -4.049 -6.636  0.274
O: -17.700 -9.398 -8.436  -0.568
H: -17.255 -10.152 -8.051  0.273
H: -17.739 -8.802 -7.669  0.286

---

Arrangement ii

ORCA calculation (the ωB97M-V functional and the def2-TZVPD basis) on a cluster of 8 separate species, ClH14O7 in total.

As for the lowest unoccupied orbital energy: 3.22 eV. Its total charge is -1. The calculation puts the gap between HOMO and LUMO at 10.10 eV.

Each line ends with the Mulliken charge.
CARTESIAN COORDINATES (ANGSTROEM)
Cl: -0.246 -0.002 0.178  -0.942
O: 1.833 -2.367 -1.361  -0.647
H: 2.753 -2.157 -1.178  0.285
H: 1.358 -1.573 -1.083  0.351
O: -1.291 2.959 1.091  -0.603
H: -0.990 2.099 0.757  0.360
H: -0.881 3.596 0.501  0.299
O: -1.749 -0.439 3.087  -0.614
H: -1.321 -0.384 2.219  0.320
H: -2.542 -0.955 2.921  0.305
O: 2.410 0.434 2.573  -0.634
H: 1.662 0.508 1.968  0.353
H: 2.867 -0.355 2.269  0.300
O: -2.399 -2.276 -0.589  -0.616
H: -2.930 -1.804 -1.236  0.281
H: -1.811 -1.591 -0.228  0.280
O: -0.772 0.179 -3.169  -0.640
H: -0.368 -0.083 -2.330  0.322
H: -1.517 -0.419 -3.261  0.282
O: 2.361 1.570 -0.936  -0.622
H: 1.598 1.303 -0.399  0.271
H: 1.973 1.757 -1.796  0.310

---

Relative energies in kcal/mol: arrangement i 12.2; arrangement ii 0.0

---

Arrangement i

ORCA calculation (the ωB97M-V functional and the def2-TZVPD basis) on the molecule C3H3NOS.

As for the lowest unoccupied orbital energy (alpha / beta): -0.60 / -0.60 eV. As for the SMILES: O=C1C=NCS1. Its total charge is 0. The calculation puts the gap between HOMO and LUMO (alpha / beta) at 8.79 / 8.80 eV.

Each line ends with the Mulliken charge.
CARTESIAN COORDINATES (ANGSTROEM)
O: 3.295 -0.748 0.003  -0.460
C: 2.135 -0.495 0.066  0.510
C: 0.870 -1.224 0.025  -0.109
N: -0.212 -0.566 -0.039  -0.373
C: -0.112 0.845 0.064  -0.283
S: 1.534 1.410 -0.031  -0.184
H: 0.889 -2.357 -0.235  0.316
H: -0.686 1.349 -0.907  0.281
H: -0.419 1.200 1.057  0.303

---

Arrangement ii

ORCA calculation (the ωB97M-V functional and the def2-TZVPD basis) on the molecule C3H3NOS.

As for the lowest unoccupied orbital energy: -0.24 eV. As for the SMILES: CC(=O)N=C=S. Its total charge is 0. The calculation puts the gap between HOMO and LUMO at 9.89 eV.

Each line ends with the Mulliken charge.
CARTESIAN COORDINATES (ANGSTROEM)
C: 0.994 -0.238 0.429  -0.841
C: -0.039 0.763 0.552  0.534
O: 0.052 1.642 1.405  -0.520
N: -1.186 0.543 -0.222  -0.293
C: -1.714 -0.127 -1.084  0.569
S: -1.963 -1.096 -2.285  -0.310
H: 1.939 0.099 0.661  0.334
H: 1.091 -0.565 -0.653  0.292
H: 0.825 -1.021 1.197  0.235

---

Arrangement iii

ORCA calculation (the ωB97M-V functional and the def2-TZVPD basis) on a structure of composition C3H3NOS.

As for the lowest unoccupied orbital energy: 0.60 eV. Its total charge is 0. The calculation puts the gap between HOMO and LUMO at 9.22 eV.

Each line ends with the Mulliken charge.
CARTESIAN COORDINATES (ANGSTROEM)
C: 0.755 -0.394 0.630  -0.378
C: 0.472 0.544 -0.255  -0.201
C: -0.919 -1.318 0.646  0.151
N: -1.555 -0.663 -0.341  -0.064
O: -0.828 0.497 -0.799  -0.291
S: -1.425 -2.488 1.622  -0.322
H: 1.606 -0.750 1.129  0.383
H: 1.055 1.339 -0.532  0.451
H: -2.447 -0.229 -0.390  0.271

---

Relative energies in kcal/mol: arrangement i 13.7; arrangement ii 0.0; arrangement iii 72.7

---

Arrangement i

ORCA calculation (the ωB97M-V functional and the def2-TZVPD basis) on a cluster of 14 separate species, C4H35NO13 in total.

As for the lowest unoccupied orbital energy: -0.02 eV. Its total charge is 0. The calculation puts the gap between HOMO and LUMO at 9.89 eV.

Each line ends with the Mulliken charge.
CARTESIAN COORDINATES (ANGSTROEM)
C: 0.861 3.165 1.109  -0.746
N: 0.734 2.985 -0.348  -0.483
C: 0.560 1.554 -0.698  1.121
C: 0.977 0.439 -2.906  -1.059
C: 0.501 1.452 -2.200  -0.035
H: -0.065 2.838 1.601  0.145
H: 1.065 4.214 1.311  0.381
H: 1.685 2.614 1.564  0.313
H: 1.511 3.358 -0.871  0.264
H: 1.376 0.897 -0.264  -0.415
H: -0.396 1.215 -0.251  -0.210
H: 0.857 0.413 -3.993  0.262
H: 1.513 -0.395 -2.488  0.271
H: -0.058 2.292 -2.625  0.290
H: 0.309 0.149 2.627  0.349
H: -0.795 0.393 3.744  0.210
O: -0.632 0.394 2.798  -0.608
H: 2.480 -0.632 2.004  0.385
H: 1.468 -1.613 2.685  0.496
O: 1.810 -0.677 2.720  -0.793
H: 4.313 -1.460 1.031  0.266
H: 3.823 -0.388 0.027  0.365
O: 3.516 -1.098 0.633  -0.682
H: -2.856 1.077 -2.868  0.195
H: -2.165 1.931 -1.626  0.435
O: -2.175 1.092 -2.197  -0.631
H: 2.451 -2.386 -0.081  0.448
H: 1.079 -2.751 -0.648  0.470
O: 1.878 -3.155 -0.210  -0.824
H: -3.553 -1.240 -0.759  0.337
H: -2.828 0.100 -0.923  0.394
O: -3.190 -0.499 -0.226  -0.748
H: -0.495 -1.093 -1.456  0.278
H: -0.788 -1.931 -0.110  0.633
O: -0.443 -1.971 -1.056  -0.989
H: -1.265 -0.990 1.985  0.487
H: -2.208 -1.399 0.897  0.331
O: -1.474 -1.783 1.431  -0.864
H: 1.237 -3.232 1.416  0.499
H: -0.108 -2.866 1.939  0.402
O: 0.767 -3.108 2.266  -0.876
H: -2.447 2.784 0.124  0.512
H: -1.240 3.429 -0.613  0.350
O: -2.180 3.230 -0.713  -0.835
H: -3.131 -3.547 -1.872  0.291
H: -1.906 -2.542 -1.862  0.387
O: -2.881 -2.622 -2.030  -0.687
H: 3.718 1.374 -1.145  0.317
H: 4.519 0.390 -1.982  0.342
O: 4.453 0.759 -1.105  -0.735
H: -1.953 1.283 1.955  0.353
H: -3.139 0.867 1.033  0.449
O: -2.714 1.628 1.445  -0.810

---

Arrangement ii

ORCA calculation (the ωB97M-V functional and the def2-TZVPD basis) on a cluster of 14 separate species, C4H35NO13 in total.

As for the lowest unoccupied orbital energy: 0.02 eV. Its total charge is 0. The calculation puts the gap between HOMO and LUMO at 8.09 eV.

Each line ends with the Mulliken charge.
CARTESIAN COORDINATES (ANGSTROEM)
C: 0.671 -0.478 0.538  -0.537
N: -0.966 -1.191 2.990  -0.422
C: -1.495 -1.160 1.713  0.775
C: -0.745 -0.944 0.626  0.101
C: -2.980 -1.350 1.594  -1.249
H: 1.034 -0.160 1.517  -0.246
H: 1.391 -1.234 0.235  0.500
H: 0.690 0.428 -0.063  -0.121
H: 0.021 -1.332 3.105  0.123
H: -1.542 -1.543 3.737  0.220
H: -1.323 -0.845 -0.274  0.174
H: -3.214 -1.951 0.718  0.290
H: -3.469 -0.390 1.396  0.202
H: -3.494 -1.832 2.425  0.457
H: 0.424 -1.499 -2.360  0.258
H: 0.564 -2.948 -2.885  0.256
O: 0.328 -2.430 -2.112  -0.511
H: -0.550 0.746 -3.784  0.425
H: 0.755 0.002 -4.361  0.283
O: -0.057 -0.101 -3.862  -0.651
H: 2.939 0.812 3.918  0.275
H: 2.371 1.119 2.491  0.246
O: 2.491 0.424 3.163  -0.645
H: -1.364 1.342 2.784  0.247
H: -1.133 2.819 3.123  0.245
O: -1.106 2.190 2.393  -0.546
H: 3.957 -1.770 1.446  0.300
H: 3.014 -1.217 2.513  0.390
O: 3.326 -2.048 2.115  -0.648
H: -0.967 -4.085 -1.319  0.326
H: -0.993 -3.313 0.010  0.399
O: -1.509 -3.923 -0.537  -0.739
H: 2.001 2.896 0.521  0.378
H: 2.313 3.367 1.961  0.199
O: 2.245 2.568 1.426  -0.632
H: 0.798 2.454 -1.057  0.252
H: 1.279 3.802 -1.481  0.331
O: 1.622 2.993 -1.079  -0.721
H: -1.278 -1.620 -2.657  0.380
H: -1.948 -2.432 -1.604  0.393
O: -2.172 -1.820 -2.331  -0.805
H: 3.750 1.252 0.850  0.377
H: 4.374 0.486 -0.362  0.308
O: 4.443 0.634 0.583  -0.632
H: -1.543 1.578 -0.465  0.221
H: -0.989 2.500 0.607  0.342
O: -0.902 2.297 -0.345  -0.511
H: -2.322 1.659 -3.647  0.362
H: -1.504 2.446 -2.677  0.347
O: -1.505 2.181 -3.608  -0.765
H: -3.541 0.536 -1.145  0.264
H: -2.441 -0.117 -1.916  0.434
O: -3.010 0.697 -1.935  -0.696

---

Relative energies in kcal/mol: arrangement i 0.0; arrangement ii 17.4